1.
Here is one molecule with the formula C4H6N2 in a non-equilibrium geometry from OMol25. Energies are from ωB97M-V/def2-TZVPD.

Each line ends with the Löwdin charge.
Atoms and positions in Å:
C: 0.552 -1.138 -1.311  -0.040
C: 0.309 -0.095 -0.464  -0.349
C: 0.910 0.802 0.425  -0.072
C: -0.056 1.154 1.389  -0.189
N: -1.253 0.608 1.282  0.011
N: -1.095 -0.206 0.078  0.022
H: -0.183 -1.361 -2.086  0.044
H: 1.549 -1.510 -1.455  0.034
H: -0.903 -1.234 0.097  0.167
H: 1.943 1.105 0.389  0.090
H: 0.089 1.856 2.212  0.111
H: -1.863 0.020 -0.556  0.170

Calculated values
Energy above the lowest of the compared OMol25 structures with the same formula, charge and spin: 389.82 kJ/mol
LUMO: 0.7813 eV
Strongest force on any atom: 2.2 eV/A
Frontier orbital gap: 7.79 eV
Total energy: -265.38710 Eh


2.
Here is a 13-piece molecular cluster, H27O13 overall in a non-equilibrium geometry from OMol25. Energies are from ωB97M-V/def2-TZVPD.

Each line ends with the Löwdin charge.
Atoms and positions in Å:
O: 0.050 -1.341 -0.143  -0.114
H: -2.890 -1.846 0.447  0.139
H: 1.051 -1.327 0.040  0.046
O: -2.427 3.285 0.121  -0.046
H: -1.614 3.579 0.622  0.079
H: -1.554 0.271 3.806  0.022
O: -2.092 2.254 -2.985  0.042
H: 4.337 1.303 -0.248  -0.021
O: -1.527 0.091 2.929  0.045
H: -3.597 0.894 2.385  0.091
H: -0.745 0.200 2.459  0.027
O: 0.914 -2.273 2.602  -0.044
H: 1.538 -1.767 2.118  -0.014
H: 1.313 -2.534 3.459  0.070
O: 2.805 -0.145 -2.724  -0.118
H: 3.626 0.374 -3.062  0.109
H: 3.346 -0.937 -2.383  0.065
O: 0.159 -0.401 -2.137  -0.014
H: 1.037 -0.438 -1.913  -0.043
H: 0.192 0.232 -2.782  0.011
O: 4.305 0.418 -0.289  0.017
H: 4.664 -0.130 0.403  0.085
H: -3.068 -1.897 -1.585  0.112
O: -3.961 0.427 1.609  0.017
H: 0.112 -2.055 -0.808  0.071
H: -3.609 1.128 1.084  0.047
O: 2.683 -1.794 -0.716  0.028
H: 3.284 -2.545 -0.606  0.119
H: 2.892 -1.042 -0.396  -0.097
O: -2.601 -1.760 1.460  0.121
H: -3.222 -0.893 1.504  0.085
H: -1.780 -1.225 1.197  0.106
O: 4.034 2.327 1.297  0.100
H: 3.368 2.725 1.065  -0.092
H: 3.907 1.445 1.027  -0.018
O: -2.818 -1.094 -1.070  -0.019
H: -2.036 -1.052 -1.619  0.038
H: -2.178 3.650 -0.693  -0.009
H: -1.609 1.769 -2.408  -0.044
H: -2.962 2.163 -2.740  0.004

Calculated values
Energy above the lowest of the compared OMol25 structures with the same formula, charge and spin: 615.13 kJ/mol
Net charge: +1
LUMO: -3.0477 eV
Strongest force on any atom: 13.7 eV/A
Frontier orbital gap: 10.48 eV
Total energy: -993.87434 Eh


3.
Here is CH7IN3 as an isolated structure in a non-equilibrium geometry from OMol25. Energies are from ωB97M-V/def2-TZVPD.

Each line ends with the Löwdin charge.
Atoms and positions in Å:
C: -0.765 -0.365 0.224  -0.781
N: 1.308 -0.163 1.271  0.054
N: -0.050 0.354 1.042  -0.033
N: -0.317 -1.358 -0.530  0.170
I: -2.816 0.309 0.058  0.956
H: -0.133 1.442 -2.209  0.002
H: 1.817 0.249 2.042  0.095
H: -0.109 2.228 -2.383  0.044
H: -0.587 0.979 1.609  0.114
H: -0.958 -1.822 -1.154  0.125
H: 0.606 -1.571 -0.352  0.072
H: 2.004 -0.283 0.382  0.182

Calculated values
Energy above the lowest of the compared OMol25 structures with the same formula, charge and spin: 362.54 kJ/mol
Net charge: +1
LUMO: -4.4974 eV
Strongest force on any atom: 3.9 eV/A
Frontier orbital gap: 9.79 eV
Total energy: -503.91788 Eh


4.
Here is one molecule with the formula C9H11NO3 in a non-equilibrium geometry from OMol25. Energies are from ωB97M-V/def2-TZVPD.

Each line ends with the Löwdin charge.
Atoms and positions in Å:
C: -0.690 -1.297 1.404  -0.284
C: -1.533 -1.624 2.497  -0.333
C: -1.058 0.085 0.807  -0.144
C: -0.133 0.524 -0.185  -0.237
C: 0.982 1.208 0.311  -0.031
C: -0.284 0.546 -1.679  -0.116
C: 1.993 1.666 -0.643  -0.021
C: 0.472 1.061 -2.505  -0.085
C: 1.618 1.968 -2.069  -0.141
H: -1.351 -2.670 -0.273  0.153
H: 0.329 -2.043 -0.419  0.088
H: 0.140 -1.245 1.970  0.114
H: -1.150 0.780 1.599  0.108
H: -2.158 -0.074 0.566  0.158
H: 1.256 1.228 1.433  0.148
H: -1.258 0.175 -1.850  0.106
H: 2.781 2.314 -0.257  0.083
H: -0.051 1.258 -3.555  0.163
H: 3.436 2.937 -2.364  0.203
H: -1.622 -3.445 1.841  0.057
N: -0.352 -2.452 0.321  0.018
O: -1.627 -0.828 3.529  0.041
O: 2.447 2.885 -2.924  -0.096
O: -2.188 -2.955 2.443  0.048

Calculated values
Energy above the lowest of the compared OMol25 structures with the same formula, charge and spin: 592.14 kJ/mol
LUMO: 0.2862 eV
Strongest force on any atom: 12.7 eV/A
Frontier orbital gap: 9.05 eV
Structure (SMILES): N[C@@H](Cc1ccc(O)cc1)C(=O)O
Total energy: -629.83280 Eh


5.
Here is a 8-piece molecular cluster, C19H37B3Cl16O4 overall in a non-equilibrium geometry from OMol25. Energies are from ωB97M-V/def2-TZVPD.

Each line ends with the Löwdin charge.
Atoms and positions in Å:
C: 0.002 -4.143 -1.959  -0.114
O: -1.396 -4.070 -1.788  -0.179
C: -1.934 -2.792 -2.048  -0.232
C: -3.201 -2.558 -1.214  -0.152
C: -2.852 -2.041 0.217  -0.181
C: -3.297 -0.575 0.430  -0.175
C: -2.154 0.381 0.840  -0.258
C: -2.219 1.730 0.118  -0.208
C: -1.177 1.820 -0.974  -0.185
C: -1.461 0.882 -2.161  -0.022
B: -0.159 0.132 -2.586  -0.563
O: 0.226 -0.011 -3.899  0.288
B: 1.506 -0.453 -4.084  -0.426
O: 2.292 -0.957 -3.070  0.276
B: 1.921 -0.498 -1.850  -0.671
C: 2.992 -0.096 -0.787  -0.567
Cl: 3.760 1.443 -1.014  0.703
C: 3.282 -0.858 0.191  -0.745
C: 2.660 -2.167 0.466  -0.087
Cl: 4.513 -0.389 1.334  0.673
O: 0.599 -0.420 -1.567  0.297
H: 0.272 -4.768 -2.796  0.051
H: 0.454 -3.175 -2.133  0.062
H: 0.437 -4.603 -1.080  0.074
H: -2.241 -2.692 -3.086  0.089
H: -1.247 -1.996 -1.792  0.094
H: -3.689 -1.747 -1.729  0.085
H: -3.789 -3.459 -1.159  0.103
H: -3.347 -2.691 0.933  0.051
H: -1.793 -2.135 0.410  0.095
H: -4.029 -0.606 1.223  0.103
H: -3.817 -0.194 -0.438  0.088
H: -2.272 0.568 1.909  0.030
H: -1.185 -0.071 0.720  0.062
H: -3.218 1.976 -0.214  0.115
H: -1.968 2.483 0.849  0.052
H: -1.180 2.832 -1.353  0.111
H: -0.222 1.641 -0.504  0.107
H: -2.268 0.190 -1.966  0.098
H: -1.757 1.488 -3.006  0.113
H: 1.984 -0.403 -5.170  0.113
H: 2.584 -2.269 1.535  0.070
H: 1.658 -2.260 0.066  0.071
H: 3.272 -2.973 0.085  0.099
C: -0.213 1.931 4.101  -0.993
Cl: -0.304 0.446 3.136  0.611
Cl: -1.127 3.257 3.371  0.536
H: -0.626 1.721 5.080  0.029
H: 0.820 2.234 4.191  -0.049
C: 4.106 3.869 2.607  -0.978
Cl: 2.389 3.441 2.664  0.568
Cl: 4.811 3.965 4.228  0.531
H: 4.632 3.114 2.043  0.012
H: 4.208 4.835 2.125  0.032
C: -1.333 -5.372 1.228  -1.005
Cl: -2.901 -5.119 1.994  0.545
Cl: -0.033 -4.542 2.103  0.511
H: -1.120 -6.434 1.213  0.029
H: -1.381 -4.980 0.218  -0.011
C: -0.070 -3.543 -6.378  -0.960
Cl: -1.723 -3.821 -5.821  0.541
Cl: 1.036 -3.365 -5.009  0.640
H: 0.246 -4.388 -6.979  0.029
H: -0.046 -2.635 -6.968  0.032
C: 2.309 6.633 4.334  -1.042
Cl: 0.683 6.763 5.011  0.519
Cl: 3.512 7.434 5.352  0.532
H: 2.568 5.587 4.255  -0.064
H: 2.317 7.099 3.356  0.031
C: -5.704 -2.713 -5.702  -1.029
Cl: -5.304 -3.432 -4.138  0.521
Cl: -6.404 -1.100 -5.522  0.505
H: -4.797 -2.635 -6.290  0.007
H: -6.421 -3.350 -6.205  0.025
C: 5.870 7.224 7.993  -1.047
Cl: 5.851 7.597 9.720  0.506
Cl: 5.820 5.483 7.698  0.491
H: 5.004 7.679 7.530  -0.040
H: 6.779 7.623 7.560  0.027

Calculated values
LUMO: 0.2827 eV
Strongest force on any atom: 3.1 eV/A
Frontier orbital gap: 9.93 eV
Structure (SMILES): COCCCCCCCCB1OBOB(/C(Cl)=C(\C)Cl)O1.ClCCl.ClCCl.ClCCl.ClCCl.ClCCl.ClCCl.ClCCl
Total energy: -8484.95620 Eh


6.
Here is one molecule with the formula C3HClNP in a non-equilibrium geometry from OMol25. Energies are from ωB97M-V/def2-TZVPD.

Each line ends with the Löwdin charge.
Atoms and positions in Å:
C: -0.951 1.516 -0.100  -0.134
C: 1.448 2.490 0.189  0.167
C: 0.362 2.018 -0.152  -0.076
N: -1.971 0.982 -0.392  -0.115
P: -4.113 0.849 -0.609  0.186
Cl: -3.888 -0.609 0.737  -0.071
H: 2.476 2.725 0.062  0.044

Calculated values
Energy above the lowest of the compared OMol25 structures with the same formula, charge and spin: 237.96 kJ/mol
LUMO (spin up / spin down): -0.9682 / -0.9684 eV
Strongest force on any atom: 3.3 eV/A
Frontier orbital gap (spin up / spin down): 5.96 / 5.96 eV
Total energy: -971.04931 Eh


Among the records above, which one has the lowest strongest force on any atom?
C4H6N2